This record from the OMol25 dataset describes a molecular structure, C46H53N3NaO9P4S in a non-equilibrium geometry. The level of theory is wB97M-V/def2-TZVPD.

Positions of all 117 atoms, in Å:
Na1 0.45 -0.07 1.00
O1 0.61 -1.53 -0.58
C1 1.50 -2.61 -0.26
C2 2.09 -2.29 1.20
O2 2.58 -3.23 1.81
O3 2.03 -1.07 1.49
C3 2.77 -2.60 -1.09
C4 3.56 -3.75 -1.21
C5 4.77 -3.70 -1.88
C6 5.23 -2.50 -2.42
C7 4.47 -1.35 -2.25
C8 3.26 -1.40 -1.59
C9 0.74 -3.92 -0.31
C10 0.65 -4.65 -1.49
C11 -0.05 -5.85 -1.54
C12 -0.67 -6.33 -0.41
C13 -0.63 -5.59 0.77
C14 0.06 -4.39 0.82
H1 0.08 -1.81 -1.34
H2 3.23 -4.67 -0.75
H3 5.36 -4.60 -1.97
H4 6.17 -2.47 -2.95
H5 4.84 -0.40 -2.63
H6 2.68 -0.50 -1.43
H7 1.15 -4.28 -2.38
H8 -0.09 -6.41 -2.47
H9 -1.18 -7.29 -0.43
H10 -1.13 -5.96 1.66
H11 0.10 -3.83 1.74
N1 -4.08 2.07 1.54
C15 -2.65 2.18 1.19
C16 -2.12 3.60 1.41
P1 -1.74 1.08 2.37
O4 -2.10 -0.42 1.80
O5 -2.39 1.28 3.70
O6 -0.25 1.28 2.28
P2 -2.43 1.81 -0.63
O7 -3.92 0.08 -0.24
O8 -0.78 2.04 -0.73
O9 -1.30 0.65 -0.74
H12 -4.13 1.85 2.53
H13 -4.38 0.61 0.45
H14 -4.55 2.95 1.37
H15 -2.09 3.83 2.48
H16 -2.75 4.33 0.90
H17 -1.10 3.69 1.03
H18 -1.90 -1.01 2.57
H19 -3.30 -0.48 0.28
C17 0.80 -2.29 8.66
C18 0.91 -1.38 7.44
N2 -0.20 -1.65 6.53
C19 -0.28 -1.20 5.25
S1 -0.99 -2.21 4.11
N3 0.17 0.02 4.94
C20 0.10 1.18 5.82
C21 1.47 1.83 6.00
H20 1.63 -2.09 9.34
H21 0.84 -3.34 8.36
H22 -0.13 -2.11 9.18
H23 1.87 -1.56 6.93
H24 0.89 -0.34 7.76
H25 -0.54 -2.60 6.59
H26 0.13 0.26 3.96
H27 -0.34 0.89 6.77
H28 -0.58 1.89 5.34
H29 2.17 1.14 6.46
H30 1.38 2.71 6.64
H31 1.86 2.13 5.03
C22 -1.27 -0.17 -4.32
P3 0.30 0.15 -3.31
C23 0.53 1.97 -3.38
C24 1.66 2.44 -2.72
C25 1.88 3.80 -2.56
C26 0.94 4.71 -3.03
C27 -0.20 4.25 -3.67
C28 -0.41 2.89 -3.84
C29 1.66 -0.48 -4.38
C30 1.76 -1.87 -4.46
C31 2.80 -2.48 -5.13
C32 3.77 -1.70 -5.74
C33 3.71 -0.32 -5.65
C34 2.67 0.29 -4.96
P4 -1.72 -0.52 -6.11
C35 -0.70 0.44 -7.28
C36 -0.93 0.21 -8.64
C37 -0.24 0.91 -9.60
C38 0.68 1.89 -9.23
C39 0.88 2.16 -7.89
C40 0.19 1.45 -6.92
C41 -1.01 -2.21 -6.34
C42 -1.60 -3.23 -5.60
C43 -1.18 -4.54 -5.73
C44 -0.18 -4.86 -6.65
C45 0.38 -3.86 -7.42
C46 -0.03 -2.54 -7.27
H32 -1.94 0.63 -4.01
H33 -1.68 -1.06 -3.84
H34 2.38 1.73 -2.32
H35 2.76 4.14 -2.04
H36 1.10 5.77 -2.89
H37 -0.93 4.96 -4.04
H38 -1.32 2.57 -4.33
H39 1.00 -2.48 -3.98
H40 2.86 -3.56 -5.17
H41 4.60 -2.17 -6.25
H42 4.48 0.29 -6.10
H43 2.65 1.37 -4.87
H44 -1.65 -0.54 -8.93
H45 -0.41 0.71 -10.65
H46 1.23 2.44 -9.99
H47 1.57 2.94 -7.59
H48 0.35 1.67 -5.88
H49 -2.40 -3.00 -4.90
H50 -1.63 -5.32 -5.13
H51 0.16 -5.88 -6.76
H52 1.15 -4.09 -8.14
H53 0.44 -1.77 -7.87

Kohn-Sham gap = 7.517 eV
Lowest unoccupied orbital energy = 2.112 eV
HOMO = -0.1986 hartree
Largest force on an atom = 1.80 eV Å⁻¹
ΔE to the lowest compared entry with this formula, charge and spin = 5.625 eV
Net charge = -1

This record from the OMol25 dataset describes a molecular structure, C46H54BBrCl2N9O5RbS2. The level of theory is wB97M-V/def2-TZVPD.

Positions of all 121 atoms, in Å:
Rb1 0.23 -0.45 0.24
O1 -3.95 1.15 2.75
C1 -4.33 2.34 3.06
C2 -5.49 2.60 3.83
C3 -5.89 3.89 4.14
C4 -5.15 5.00 3.71
C5 -4.01 4.76 2.95
C6 -3.60 3.49 2.62
C7 -2.33 3.29 1.81
O2 -2.36 2.12 1.05
N1 -1.15 3.29 2.65
N2 -0.05 3.86 2.22
C8 1.05 3.61 2.81
C9 2.30 4.25 2.43
Br1 2.20 5.50 1.01
C10 3.45 3.97 3.05
C11 4.81 4.49 2.78
C12 5.60 4.93 3.84
C13 6.89 5.39 3.62
C14 7.42 5.40 2.34
C15 6.65 4.94 1.28
C16 5.36 4.48 1.50
H1 -2.86 1.46 1.62
H2 -6.07 1.75 4.16
H3 -6.78 4.04 4.74
H4 -5.46 6.00 3.96
H5 -3.42 5.61 2.60
H6 -2.19 4.14 1.14
H7 -1.10 2.60 3.39
H8 1.13 2.87 3.62
H9 3.38 3.25 3.86
H10 5.19 4.93 4.84
H11 7.48 5.74 4.46
H12 8.43 5.75 2.17
H13 7.06 4.92 0.28
H14 4.77 4.10 0.67
C17 -1.95 0.29 -3.30
C18 -2.73 -0.15 -2.10
C19 -3.98 0.30 -1.65
C20 -4.22 -0.44 -0.51
C21 -5.37 -0.40 0.44
N3 -3.16 -1.25 -0.32
N4 -2.24 -1.08 -1.30
B1 -3.04 -2.41 0.71
N5 -2.58 -1.94 2.09
N6 -1.51 -1.13 2.25
C22 -1.36 -0.95 3.55
C23 -0.28 -0.09 4.11
C24 -2.35 -1.67 4.26
C25 -3.11 -2.27 3.29
C26 -4.32 -3.13 3.45
N7 -2.09 -3.48 0.11
N8 -0.75 -3.43 0.29
C27 -0.24 -4.40 -0.46
C28 1.24 -4.66 -0.46
C29 -1.26 -5.07 -1.16
C30 -2.42 -4.44 -0.77
C31 -3.83 -4.66 -1.22
H15 -2.49 0.08 -4.23
H16 -1.00 -0.26 -3.33
H17 -1.73 1.36 -3.27
H18 -4.61 1.07 -2.07
H19 -6.10 0.34 0.10
H20 -5.04 -0.12 1.44
H21 -5.86 -1.38 0.49
H22 -4.14 -2.91 0.84
H23 0.22 0.49 3.33
H24 0.50 -0.68 4.60
H25 -0.68 0.61 4.85
H26 -2.51 -1.70 5.33
H27 -4.51 -3.29 4.51
H28 -4.20 -4.10 2.96
H29 -5.20 -2.65 3.01
H30 1.78 -3.78 -0.11
H31 1.59 -4.92 -1.46
H32 1.50 -5.48 0.22
H33 -1.16 -5.89 -1.85
H34 -3.85 -5.46 -1.96
H35 -4.24 -3.76 -1.66
H36 -4.48 -4.94 -0.38
O3 -0.25 2.23 -0.85
H37 -0.33 1.45 -1.41
H38 -1.01 2.19 -0.24
Cl1 1.46 -2.94 2.75
C32 3.18 -2.59 2.89
Cl2 4.19 -4.06 2.71
H39 3.38 -2.18 3.87
H40 3.43 -1.89 2.10
O4 2.88 0.91 2.84
S1 2.92 0.89 1.36
N9 2.99 -0.38 0.64
O5 1.57 0.07 -1.96
S2 3.06 0.18 -2.10
C33 3.67 -1.52 -2.24
C34 3.03 -2.37 -3.29
C35 1.65 -2.60 -3.31
C36 1.09 -3.39 -4.30
C37 1.88 -3.98 -5.27
C38 3.25 -3.78 -5.25
C39 3.82 -2.97 -4.27
C40 3.32 0.77 -3.82
C41 2.35 0.33 -4.87
C42 2.76 -0.46 -5.94
C43 1.86 -0.85 -6.92
C44 0.54 -0.45 -6.84
C45 0.12 0.35 -5.79
C46 1.02 0.74 -4.81
H41 3.50 -1.90 -1.23
H42 4.75 -1.44 -2.38
H43 1.02 -2.16 -2.55
H44 0.01 -3.55 -4.29
H45 1.43 -4.60 -6.04
H46 3.88 -4.24 -6.00
H47 4.89 -2.81 -4.26
H48 4.35 0.51 -4.07
H49 3.27 1.85 -3.70
H50 3.79 -0.79 -5.99
H51 2.20 -1.49 -7.73
H52 -0.17 -0.76 -7.60
H53 -0.91 0.67 -5.72
H54 0.69 1.36 -3.99

Kohn-Sham gap = 5.609 eV
Lowest unoccupied orbital energy = 3.381 eV
HOMO = -0.0819 hartree
Largest force on an atom = 0.82 eV Å⁻¹
ΔE to the lowest compared entry with this formula, charge and spin = 0.000 eV
Net charge = -2

Kohn-Sham gap of number 1 (C46H53N3NaO9P4S)?
7.517 eV

Which formula does entry 1 have?
C46H53N3NaO9P4S

What is the formula in the first record?
C46H53N3NaO9P4S